Entry 1:
ORCA calculation (ωB97M-V/def2-TZVPD) on a gas-phase ion, C3H10N2 (charge +1) at a distorted geometry.

Output
2S+1	2
⟨S²⟩	0.755
total charge	+1
strongest force on any atom	8.63	eV Å⁻¹
lowest unoccupied orbital energy (spin up / spin down)	-2.956 / -7.873	eV
relative energy (zero: lowest compared OMol25 entry of this formula, charge and spin)	240.71	kJ/mol
HOMO-LUMO gap (spin up / spin down)	10.53 / 5.52	eV

```
15
Properties=species:S:1:pos:R:3:forces:R:3
N 1.037 -1.506 -1.654 0.675 0.400 -0.304
C 1.012 -0.891 -0.257 0.269 -1.030 -2.783
C -0.335 -0.144 -0.038 2.000 -0.819 -0.881
N -0.006 0.835 1.009 -7.808 -0.460 -3.642
C -1.275 1.716 1.060 1.872 1.935 1.082
H 0.530 -2.345 -1.553 -1.058 -1.067 -0.177
H 1.879 -1.877 -2.216 -0.947 1.652 2.042
H 1.823 -0.062 -0.291 -0.730 -1.979 0.925
H 0.873 -1.797 0.406 1.729 1.502 0.346
H -1.098 -0.908 0.202 -0.036 0.771 0.415
H -0.642 0.350 -0.976 -0.079 0.180 0.377
H 0.886 0.591 1.258 3.069 0.789 2.305
H -2.190 1.172 0.795 0.692 -0.342 0.432
H -1.156 2.512 0.299 0.346 -0.584 -0.137
H -1.337 2.354 1.960 0.005 -0.949 0.002
```
Positions in Å, forces in eV/Å.

Atomic partial charges in e from the natural (NBO) method, atoms 1 to 5: -0.85, -0.28, -0.32, -0.12, -0.45

Entry 2:
ORCA calculation (ωB97M-V/def2-TZVPD) on C3H5NO2 in the gas phase at a distorted geometry.

Output
total charge	0
strongest force on any atom	2.78	eV Å⁻¹
lowest unoccupied orbital energy	0.722	eV
relative energy (zero: lowest compared OMol25 entry of this formula, charge and spin)	40.47	kJ/mol
HOMO-LUMO gap	11.19	eV

```
11
Properties=species:S:1:pos:R:3:forces:R:3
C 1.344 1.248 -0.069 0.643 1.886 1.107
C 0.966 -0.232 0.016 -0.341 2.523 -0.733
O 1.831 -1.022 0.117 1.446 -2.353 0.268
N -0.367 -0.580 -0.152 0.440 -0.757 0.021
C -1.385 0.270 0.103 -1.467 0.812 -0.356
O -2.556 -0.026 0.011 0.480 0.001 0.181
H 0.817 1.833 -0.848 -0.119 -0.463 0.536
H 2.439 1.346 -0.359 -1.360 -0.494 0.698
H 1.195 1.805 0.965 0.280 -1.177 -2.075
H -0.585 -1.554 -0.359 0.092 0.283 0.253
H -1.054 1.296 0.345 -0.094 -0.261 0.100
```
Positions in Å, forces in eV/Å.

Atomic partial charges in e from the natural (NBO) method, atoms 1 to 5: -0.75, 0.69, -0.54, -0.65, 0.53

Entry 3:
ORCA calculation (ωB97M-V/def2-TZVPD) on CH3NO2 in the gas phase at a distorted geometry.

Output
total charge	0
strongest force on any atom	3.48	eV Å⁻¹
lowest unoccupied orbital energy	0.494	eV
relative energy (zero: lowest compared OMol25 entry of this formula, charge and spin)	122.31	kJ/mol
HOMO-LUMO gap	11.21	eV

```
7
Properties=species:S:1:pos:R:3:forces:R:3
N 0.624 -0.413 -0.198 3.150 -1.436 0.330
C -0.536 -0.062 0.428 0.847 0.369 -2.302
O -0.920 -0.504 1.435 -2.087 -0.484 2.241
O -1.041 0.865 -0.433 -0.662 0.611 0.246
H 1.042 0.525 -0.345 1.263 -1.688 0.111
H 1.177 -1.211 0.247 -0.759 2.141 -0.694
H -0.347 0.799 -1.135 -1.753 0.487 0.069
```
Positions in Å, forces in eV/Å.

Atomic partial charges in e from the natural (NBO) method, atoms 1 to 5: -0.90, 0.88, -0.57, -0.68, 0.38

Entry 4:
ORCA calculation (ωB97M-V/def2-TZVPD) on a molecular structure, C21H19Br2Cl56InN2O3P at a distorted geometry.

Output
total charge	-1
strongest force on any atom	1.46	eV Å⁻¹
lowest unoccupied orbital energy	0.919	eV
HOMO-LUMO gap	4.59	eV

```
105
Properties=species:S:1:pos:R:3:forces:R:3
C -1.039 -4.439 -1.121 0.477 0.331 0.195
C -1.148 -3.554 0.132 -0.355 -1.385 0.071
Br 0.546 -3.852 1.206 0.223 0.364 0.108
C -2.370 -3.858 0.967 0.398 0.690 -0.306
Br -2.234 -5.585 1.896 -0.218 0.176 -0.123
In -4.269 -3.794 -0.235 -0.412 0.596 -0.426
C -5.808 -2.804 1.076 0.245 -0.757 0.413
C -7.190 -3.469 0.954 0.680 0.460 -1.210
C -7.817 -3.060 -0.391 -0.807 -0.590 0.934
N -8.870 -4.039 -0.777 0.571 0.259 0.029
C -4.093 -2.462 -2.069 0.535 -0.223 0.576
O -4.436 -3.189 -3.260 -0.034 0.309 -0.139
O -5.600 -2.645 -3.886 -0.630 -0.102 -0.060
P -5.149 -6.077 -0.941 -0.191 -0.437 1.094
N -3.751 -7.033 -1.341 -0.902 0.613 -0.614
O -6.037 -5.875 -2.385 0.320 0.081 0.155
H -0.032 -4.835 -1.199 0.064 -0.113 -0.177
H -1.216 -3.828 -2.005 -0.235 -0.070 -0.124
H -1.731 -5.278 -1.078 -0.110 -0.007 0.011
H -1.079 -2.501 -0.120 -0.150 0.145 0.125
H -2.446 -3.100 1.743 -0.062 -0.187 0.282
H -5.452 -2.966 2.099 0.122 0.204 0.048
H -5.839 -1.725 0.903 -0.096 0.073 -0.002
H -7.863 -3.229 1.782 -0.124 -0.038 0.056
H -7.059 -4.547 0.884 -0.122 -0.183 0.343
H -7.042 -3.005 -1.151 0.005 -0.005 -0.164
H -8.285 -2.081 -0.256 0.309 0.299 -0.292
H -9.746 -3.700 -0.407 -0.207 -0.248 -0.267
H -8.932 -4.137 -1.782 -0.274 0.210 0.001
H -4.728 -1.586 -1.928 -0.228 -0.053 -0.114
H -3.070 -2.091 -2.223 -0.020 0.189 -0.102
H -5.460 -1.691 -3.990 0.569 -0.168 0.134
H -3.446 -6.811 -2.285 0.352 -0.215 0.095
H -4.009 -8.010 -1.281 0.145 -0.051 -0.204
H -6.845 -5.411 -2.112 0.154 -0.248 -0.139
C 2.854 -0.433 0.861 -0.088 -0.106 0.005
Cl 3.745 -1.620 1.819 -0.116 0.178 -0.094
Cl 3.945 0.905 0.462 -0.118 -0.055 0.008
Cl 2.268 -1.186 -0.621 0.059 0.115 -0.050
Cl 1.484 0.177 1.796 0.047 -0.004 -0.024
C -3.961 -6.285 -5.842 -0.039 0.093 0.174
Cl -3.010 -5.437 -4.627 0.011 -0.113 -0.144
Cl -5.605 -5.655 -5.857 0.061 -0.013 -0.002
Cl -3.224 -6.045 -7.440 0.025 -0.031 -0.038
Cl -3.991 -8.017 -5.469 0.003 -0.007 -0.019
C -5.198 -0.166 4.214 0.061 -0.138 -0.134
Cl -6.215 0.647 3.020 0.005 0.015 0.038
Cl -4.951 0.905 5.604 -0.001 -0.014 -0.002
Cl -5.997 -1.651 4.744 0.188 0.466 -0.123
Cl -3.640 -0.565 3.488 -0.011 0.021 0.021
C -4.775 1.831 -3.988 -0.013 -0.031 0.046
Cl -3.554 1.029 -3.008 -0.062 -0.004 -0.041
Cl -4.011 2.550 -5.413 -0.044 0.010 0.010
Cl -6.000 0.659 -4.510 0.025 0.140 -0.014
Cl -5.562 3.101 -3.037 0.193 -0.179 -0.246
C 6.159 -3.117 4.837 -0.051 0.024 -0.096
Cl 5.820 -1.405 5.126 0.004 0.008 0.030
Cl 5.977 -4.017 6.347 0.022 0.018 -0.069
Cl 5.034 -3.734 3.628 0.077 -0.235 0.202
Cl 7.813 -3.280 4.232 -0.181 -0.356 0.094
C -5.947 7.036 -1.476 0.029 -0.015 -0.072
Cl -4.202 7.081 -1.202 -0.292 -0.010 0.014
Cl -6.531 5.377 -1.303 -0.127 0.257 0.227
Cl -6.753 8.070 -0.291 0.010 -0.009 -0.016
Cl -6.306 7.617 -3.108 0.001 -0.014 0.026
C 6.112 4.227 -0.351 -0.009 0.008 -0.039
Cl 6.566 2.522 -0.447 0.112 0.085 -0.028
Cl 4.379 4.394 -0.655 0.062 0.021 0.014
Cl 6.492 4.849 1.259 -0.005 -0.007 -0.022
Cl 7.018 5.136 -1.565 -0.113 0.033 0.080
C 10.562 0.072 3.147 -0.050 0.077 0.081
Cl 9.882 1.005 1.807 -0.054 -0.053 0.046
Cl 9.251 -0.529 4.163 0.274 0.318 -0.106
Cl 11.481 -1.297 2.503 0.008 0.008 -0.006
Cl 11.641 1.103 4.094 -0.157 0.007 0.040
C -9.239 -4.570 5.983 0.024 -0.018 -0.101
Cl -7.663 -3.818 5.718 -0.284 -0.386 0.186
Cl -10.058 -4.774 4.433 0.030 0.004 0.047
Cl -9.021 -6.149 6.749 -0.007 0.033 -0.001
Cl -10.214 -3.535 7.037 0.004 -0.007 0.005
C -0.901 7.623 1.459 -0.027 -0.037 0.073
Cl 0.842 7.836 1.639 -0.054 -0.101 0.029
Cl -1.275 7.234 -0.225 0.300 0.006 0.022
Cl -1.453 6.308 2.500 0.013 0.042 -0.039
Cl -1.725 9.121 1.910 0.001 -0.009 -0.017
C 15.775 2.119 3.022 -0.027 -0.039 -0.024
Cl 17.242 1.605 3.864 -0.021 0.017 -0.012
Cl 16.210 2.851 1.473 -0.008 -0.005 0.028
Cl 14.731 0.724 2.745 0.154 0.008 -0.061
Cl 14.914 3.307 4.011 0.007 -0.010 -0.010
C 11.201 4.444 -1.660 -0.052 -0.014 0.029
Cl 12.950 4.695 -1.596 -0.019 -0.016 0.002
Cl 10.742 3.928 -3.289 0.009 0.037 0.042
Cl 10.742 3.196 -0.497 0.058 0.077 -0.059
Cl 10.375 5.953 -1.258 0.110 -0.006 -0.031
C 6.092 4.138 -5.685 -0.045 -0.034 0.040
Cl 4.642 3.586 -4.840 0.038 0.019 -0.009
Cl 7.513 3.773 -4.702 0.028 -0.033 -0.100
Cl 6.220 3.314 -7.244 -0.003 0.025 0.031
Cl 5.993 5.885 -5.946 0.005 -0.019 0.004
C 3.971 10.324 0.407 -0.023 -0.018 -0.006
Cl 4.376 8.613 0.244 0.015 -0.028 0.002
Cl 2.268 10.562 0.011 0.055 0.110 -0.055
Cl 4.266 10.842 2.072 -0.001 -0.004 -0.022
Cl 4.976 11.278 -0.692 -0.015 -0.022 0.026
```
Positions in Å, forces in eV/Å.

Atomic partial charges in e from the Löwdin method, atoms 1 to 5: -0.18, -0.79, 0.52, -0.82, 0.55

Q: Which value of total charge does entry 4 give?
A: -1

Q: Among the records above, which one has the highest total charge?
A: C3H10N2